# 1
C3H9NOS | ωB97M-V/def2-TZVPD

Structure (XYZ):
```
15
Properties=species:S:1:pos:R:3:forces:R:3
C -0.3262 0.9247 -0.3437 -0.7117 -0.0818 0.4676
C 0.6032 0.8278 0.8727 0.4287 -1.0969 0.4113
S 2.3238 0.4367 0.3748 0.1206 0.3023 -0.1981
N -1.6853 0.3857 -0.1319 -0.4015 -0.9687 -0.2225
C -1.9031 -0.8558 -0.8558 1.2025 -0.3231 -0.4832
O -1.2752 -1.9335 -0.1324 -0.5432 0.8035 -0.6039
H 0.1164 0.2526 -1.0780 0.1372 0.5462 -0.4445
H -0.3917 1.9646 -0.6634 0.2254 -0.1295 -0.3507
H 0.6647 1.6856 1.5414 -0.0927 0.2257 -0.3264
H 0.3602 -0.0146 1.5260 -0.5078 0.1489 -0.1792
H 2.0469 -0.6484 -0.3845 -0.0767 0.2374 0.2795
H -2.4960 0.9437 -0.3493 0.4470 0.8469 0.2095
H -1.3981 -0.8195 -1.8417 -0.2037 -0.1121 0.1985
H -2.9579 -1.0434 -1.0507 -0.1768 0.0341 0.4142
H -1.1648 -1.4702 0.6972 0.1528 -0.4331 0.8279
```
Forces are in eV/Å.

- SMILES string: OCNCCS
- Spin multiplicity: 1
- HOMO energy: -9.1 eV

# 2
C14H18BClO6S | ωB97M-V/def2-TZVPD

Structure (XYZ):
```
41
Properties=species:S:1:pos:R:3:forces:R:3
C 6.4338 2.0207 -0.3899 -0.0272 -0.3974 0.0103
C 4.8834 2.0779 0.0110 -3.1936 0.5376 1.1944
C 4.3122 3.3767 0.6329 -2.5903 -2.8347 -0.2543
C 2.8145 3.4622 1.0666 1.3270 -2.7211 -1.2020
C 1.8095 2.2622 0.9128 3.9512 0.1656 -0.6989
C 0.3203 2.4835 1.4450 0.4726 0.8027 -0.1760
B -0.8472 1.8546 0.5125 -0.1501 -0.0329 -0.5565
C -0.9459 0.2994 0.0196 0.1883 -0.7927 1.0582
C -2.4111 -0.3304 0.0919 -0.6149 -2.5948 -1.4270
O -2.7065 -1.5108 -0.2576 1.3776 4.3614 1.3451
C -2.0636 2.8508 0.0530 -0.6171 0.3502 -0.5195
C -1.5994 4.0872 -0.8418 -0.3157 3.7016 3.6721
O -1.5117 5.2166 -0.2847 -0.0390 -4.7996 -3.1289
Cl -1.2564 3.8722 -2.6202 -0.3110 -0.0718 1.6435
C 2.3861 0.9682 0.2903 2.3311 2.6894 0.3412
C 3.8874 0.8858 -0.1572 -0.6041 2.8689 1.2142
H 6.9982 1.1517 0.1233 -1.1735 1.2544 -0.7202
H 7.0089 2.9717 -0.0704 -1.2491 -1.4133 -0.6148
H 6.5697 1.8546 -1.5267 -0.3172 0.4100 1.8309
H 4.9785 4.2861 0.8032 -1.0272 -1.4685 -0.3083
H 2.4563 4.4381 1.5531 0.5171 -1.6857 -0.8885
H 0.1500 3.6303 1.4591 0.3524 -1.7713 0.0594
H 0.1965 2.1625 2.5534 0.2932 0.2144 -1.7407
H -0.2979 -0.3085 0.7633 -1.0624 0.5771 -1.2686
H -0.4705 0.1297 -1.0193 -0.8832 0.2760 1.4831
H -3.2910 0.3289 0.4396 1.2842 -0.6886 -0.2451
H -2.5014 3.2844 1.0324 0.7333 -0.3031 -1.6261
H -2.9251 2.3304 -0.4862 1.2718 0.5948 0.5312
H 1.7373 0.0445 0.1638 1.0640 1.4190 0.1564
H 4.3220 -0.0656 -0.6327 -1.0106 1.5260 0.8886
C -4.2820 -4.8199 0.0004 0.2706 0.4820 0.3283
C -3.1328 -4.4779 -0.9342 -0.3778 0.3928 -0.3547
O -2.2424 -5.5926 -0.8498 -0.4015 -0.7884 0.5802
S -3.1061 -6.9411 -0.5884 0.0411 0.1933 -0.1316
O -3.3080 -7.5976 -1.8462 0.1181 0.1885 1.0613
O -2.5669 -7.6085 0.5578 -0.2701 0.2828 -0.9697
O -4.4979 -6.2228 -0.1636 0.5988 -0.3391 -0.5043
H -4.0103 -4.6366 1.0437 -0.0081 0.0461 -0.0642
H -5.1888 -4.2642 -0.2406 0.0161 -0.2716 -0.0489
H -2.6254 -3.5566 -0.6491 0.0797 -0.3949 -0.0162
H -3.4769 -4.3978 -1.9699 -0.0445 0.0349 0.0668
```
Forces are in eV/Å.

- SMILES string: Cc1ccc(CB(CC=O)CC(=O)Cl)cc1.O=S1(=O)OCCO1
- Spin multiplicity: 1
- HOMO energy: -8.8 eV

# 3
C9H7F3N2O | ωB97M-V/def2-TZVPD

Structure (XYZ):
```
22
Properties=species:S:1:pos:R:3:forces:R:3
C -2.1243 1.3657 -0.0936 -0.0135 0.1573 0.0546
C -2.3930 0.3397 -0.9838 -0.1789 0.0806 -0.0142
C -0.8718 1.4575 0.5185 -0.3561 0.0158 -0.0098
C -1.4474 -0.6274 -1.2780 0.4669 -0.1076 0.0131
C -0.0029 0.4509 0.2560 2.1719 -0.8567 0.0450
C -0.2083 -0.5757 -0.6372 -0.7714 0.4008 0.1955
C 1.9878 -1.5405 -0.1935 -0.2824 -0.3339 -0.1148
C 2.4444 -0.2614 0.4066 -1.4888 0.7817 0.7797
C 2.7552 0.9110 -0.4587 0.3787 0.8060 -0.5347
N 0.7762 -1.5364 -0.8245 0.1813 -0.3491 -0.3515
N 3.0927 -0.3245 1.6163 -0.2718 -0.1975 -0.9827
O 2.6473 -2.5582 -0.0867 0.1903 -0.0052 0.1344
F 2.5222 2.0898 0.1456 -0.0602 -0.0381 0.2943
F 4.0814 0.9553 -0.7781 -0.0184 -0.3206 0.1777
F 2.1048 0.9261 -1.6233 -0.0709 -0.2691 0.0183
H -2.8804 2.1006 0.1358 -0.1029 0.0837 -0.0310
H -3.3578 0.2947 -1.4682 -0.0551 -0.0019 -0.0198
H -0.6372 2.2643 1.1943 0.0415 0.1028 0.0901
H -1.6471 -1.3980 -2.0090 -0.0894 -0.0979 -0.0695
H 0.5194 -2.3944 -1.2974 0.2003 0.0980 0.1569
H 3.2709 -1.2687 1.9307 0.1112 0.1025 0.0726
H 3.8132 0.3582 1.7887 0.0177 -0.0514 0.0958
```
Forces are in eV/Å.

- Spin multiplicity: 1
- HOMO energy (alpha / beta): -8.7 / -8.2 eV

# 4
C4H12NO3 | ωB97M-V/def2-TZVPD

Structure (XYZ):
```
20
Properties=species:S:1:pos:R:3:forces:R:3
C 0.8944 -1.1417 -0.3778 -1.5459 -0.3837 -0.4472
C 0.5484 0.3022 0.0550 0.0118 0.5389 1.6013
C -0.2653 0.9340 -1.0535 -0.4659 4.6735 -0.2783
C -1.5485 0.2075 -1.3242 2.7811 2.3666 0.5161
O -2.5386 0.9508 -1.6224 -3.4717 0.2800 -0.5000
O -1.5554 -0.9617 -1.2115 -1.6583 -4.0738 -0.0771
N -0.0221 -2.1847 0.3339 -0.0557 -1.5215 1.8076
H 0.6984 -1.2309 -1.5128 0.9363 -0.3027 2.0490
H 1.8508 -1.4084 0.0143 0.8695 -0.1912 -0.4518
H 1.4845 0.8526 0.3592 -0.8025 -0.3829 -1.0525
H 0.0067 0.4386 1.0347 0.1850 -0.8563 -0.7285
H 0.4019 0.8631 -1.9082 -0.3531 0.2622 -0.6083
H -0.5855 2.1688 -0.9726 1.3573 -3.6145 0.1531
H -3.3772 0.3853 -1.6547 1.3447 0.9625 -0.2055
H -1.0097 -2.1868 -0.0537 1.4239 0.2091 -0.0044
H 0.3530 -3.2655 0.3538 -0.9434 3.5850 0.0899
H -0.1407 -1.7676 1.3340 0.4031 -1.5362 -1.8973
H 1.3355 3.1241 2.6832 2.0355 -2.9242 -1.2449
H 1.6055 1.6821 3.1243 0.0492 -0.6655 0.6460
O 1.8637 2.2383 2.3988 -2.1009 3.5745 0.6327
```
Forces are in eV/Å.

- Spin multiplicity: 1
- Net charge: +1
- HOMO energy: -14.6 eV

The evaluated electronic energy for the records listed, in turn: -647.85021; -1878.72493; -831.44345; -439.80366 a.u..